# C4H5NO

One molecule with the formula C4H5NO in a non-equilibrium geometry (ωB97M-V/def2-TZVPD, the OMol25 dataset).

Output
Kohn-Sham gap = 9.76 eV
total charge = 0
relative energy (zero: lowest compared OMol25 entry of this formula, charge and spin) = 116.4 kcal per mole

Last column: Löwdin charge in e.
CARTESIAN COORDINATES (ANGSTROEM)
C1 1.31369 -0.08865 0.11754  -0.12
C2 0.10966 0.81738 0.06012  -0.16
C3 -1.01428 0.61859 -0.62076  -0.12
O1 -1.58854 -0.64837 -0.82839  -0.05
C4 -0.81869 -1.41197 1.31691  0.09
N1 -1.31964 -1.41015 0.23512  -0.10
H1 1.66807 -0.36965 1.11279  0.07
H2 1.18523 -0.99723 -0.47460  0.08
H3 2.09888 0.50373 -0.36895  0.08
H4 0.26029 1.82315 0.43185  0.11
H5 -1.61759 1.37711 -1.10347  0.12

Atomic forces in eV per Å
C 0.0 -0.1 0.0
C 0.1 0.3 -0.5
C 0.2 0.4 0.3
O 0.2 -0.2 -0.2
C -0.7 -0.8 -0.7
N 0.5 0.1 0.9
H -0.2 0.1 0.0
H -0.1 0.1 0.1
H 0.0 -0.2 0.2
H 0.1 0.2 -0.5
H -0.2 0.0 0.4

# C4H11O2S

A 2-piece molecular cluster, C4H11O2S overall in a non-equilibrium geometry (ωB97M-V/def2-TZVPD, the OMol25 dataset).

Output
Kohn-Sham gap = 9.21 eV
total charge = +1
relative energy (zero: lowest compared OMol25 entry of this formula, charge and spin) = 104.5 kcal per mole

Last column: Löwdin charge in e.
CARTESIAN COORDINATES (ANGSTROEM)
C1 -0.04961 -1.44052 -0.53513  -0.06
C2 -1.34208 0.47298 1.69237  -0.07
C3 2.67039 0.26844 0.03332  0.02
C4 -1.03245 1.31272 -1.02618  -0.16
O1 -2.74889 -0.62120 -0.50564  -0.34
O2 2.89987 -0.99922 -0.00448  -0.02
S1 -1.45342 -0.13840 -0.09747  0.90
H1 0.72190 -0.89066 -1.10835  0.04
H2 -0.64173 -2.16451 -1.14471  0.09
H3 0.39129 -1.82832 0.37143  0.06
H4 -1.16049 1.51880 1.85855  0.08
H5 -0.45425 -0.00047 2.03234  0.04
H6 -2.07085 -0.08331 2.24185  0.07
H7 3.48083 0.91895 -0.30027  0.02
H8 -0.86540 1.06424 -2.02661  0.06
H9 -0.26841 1.90856 -0.55503  0.07
H10 -1.87143 2.01275 -0.92436  0.10
H11 3.79473 -1.31082 -0.00165  0.11

Atomic forces in eV per Å
C -1.4 1.2 -0.4
C 0.8 -1.8 -1.4
C -1.9 0.5 -0.5
C -0.9 1.1 1.8
O 0.2 -0.2 0.4
O -0.8 0.1 0.8
S 1.3 0.5 0.3
H -0.7 -0.2 0.3
H 0.5 0.5 0.6
H -0.2 -0.2 0.2
H -0.8 0.5 -0.5
H 1.3 -0.4 0.2
H -1.2 0.4 0.2
H 1.1 -0.4 0.3
H 0.4 -0.4 -1.5
H 1.0 -0.5 0.1
H -0.4 -0.6 -0.2
H 1.6 -0.2 -0.6

# C5H10O2

One molecule with the formula C5H10O2 in a non-equilibrium geometry (ωB97M-V/def2-TZVPD, the OMol25 dataset).

Output
Kohn-Sham gap = 10.66 eV
total charge = 0
relative energy (zero: lowest compared OMol25 entry of this formula, charge and spin) = 72.4 kcal per mole

Last column: Löwdin charge in e.
CARTESIAN COORDINATES (ANGSTROEM)
C1 -1.36128 -1.69777 1.17305  -0.09
O1 -1.04637 -0.62062 0.31740  -0.14
C2 0.10235 0.03119 0.74435  -0.36
C3 1.45400 -0.43460 0.30599  -0.03
C4 0.85719 0.90243 -0.19193  -0.20
C5 0.58826 1.17716 -1.65190  -0.24
O2 -0.73103 1.56248 -1.97536  -0.05
H1 -1.48602 -1.35133 2.21014  0.09
H2 -0.57223 -2.46319 1.15674  0.09
H3 -2.29918 -2.12988 0.82109  0.09
H4 0.04565 0.44204 1.75373  0.15
H5 2.28754 -0.47177 1.00217  0.10
H6 1.43432 -1.30843 -0.36129  0.12
H7 1.07587 1.94083 0.22289  0.16
H8 1.18428 2.09902 -1.70903  0.11
H9 0.94073 0.38299 -2.33231  0.12
H10 -1.31639 1.26175 -1.27354  0.08

Atomic forces in eV per Å
C -0.1 -0.2 0.1
O 0.0 0.0 -0.1
C 0.0 0.2 0.2
C 0.1 0.2 0.1
C 0.0 0.9 0.4
C 0.4 0.3 0.1
O -0.4 0.0 0.2
H 0.0 -0.1 -0.2
H -0.1 0.1 0.0
H 0.1 0.0 0.1
H -0.2 -0.2 0.0
H -0.2 0.2 0.0
H 0.0 0.8 -0.1
H 0.4 -2.0 0.3
H 0.1 -0.4 -1.3
H -0.1 0.3 0.3
H -0.1 -0.2 -0.1

# C3H4O2

A 2-piece molecular cluster, C3H4O2 overall in a non-equilibrium geometry (ωB97M-V/def2-TZVPD, the OMol25 dataset).

Output
Kohn-Sham gap = 9.38 eV
total charge = 0
relative energy (zero: lowest compared OMol25 entry of this formula, charge and spin) = 137.1 kcal per mole

Last column: Löwdin charge in e.
CARTESIAN COORDINATES (ANGSTROEM)
C1 -1.41841 0.75549 -0.60899  -0.07
C2 -1.92339 -0.45727 -1.55306  -0.20
C3 -0.65939 0.05888 -1.64773  0.06
O1 -2.72737 0.60103 -1.18427  -0.02
O2 1.37365 -0.45371 0.93382  -0.03
H1 -1.37581 0.97794 0.44865  0.13
H2 -2.29446 -1.53060 -1.52904  0.16
H3 0.65874 0.13118 0.68430  -0.02
H4 1.73317 -0.74379 0.14177  -0.01

Atomic forces in eV per Å
C -0.1 -1.5 -2.7
C -0.8 -1.4 -0.2
C 1.7 0.9 1.7
O -1.5 0.6 1.0
O -0.9 0.8 2.6
H 0.2 -0.1 0.0
H 0.4 1.6 0.2
H 0.1 0.0 -0.2
H 1.0 -0.8 -2.4

# C31H61Cl12N3O3

A 7-piece molecular cluster, C31H61Cl12N3O3 overall in a non-equilibrium geometry (ωB97M-V/def2-TZVPD, the OMol25 dataset).

Output
Kohn-Sham gap = 9.05 eV
total charge = 0
relative energy (zero: lowest compared OMol25 entry of this formula, charge and spin) = 2.2 kcal per mole

Last column: Löwdin charge in e.
CARTESIAN COORDINATES (ANGSTROEM)
C1 -3.51983 -1.88555 -0.73278  -0.04
C2 -2.43639 -1.85525 -1.81640  -0.47
C3 -2.01115 -3.26139 -2.06080  -0.06
C4 -2.89506 -1.09710 -3.10001  -0.12
C5 -1.69123 -0.53609 -3.94640  -0.14
C6 -0.66560 0.24458 -3.06484  -0.12
C7 -0.11003 -0.51161 -1.80233  -0.50
C8 0.91610 -1.55720 -2.13483  -0.02
C9 0.47533 0.61968 -0.92994  -0.03
N1 -1.33021 -1.04154 -1.10936  -0.06
O1 -0.90543 -1.87136 -0.01266  -0.10
H1 -4.33974 -2.56685 -1.10696  0.10
H2 -3.16407 -2.45132 0.12723  0.08
H3 -3.92221 -0.94282 -0.43298  0.05
H4 -2.90990 -3.90160 -1.96372  0.07
H5 -1.49249 -3.43491 -3.00263  0.05
H6 -1.35675 -3.55824 -1.23150  0.07
H7 -3.56952 -1.70383 -3.72362  0.12
H8 -3.58611 -0.27835 -2.81507  0.04
H9 -1.19450 -1.39951 -4.37249  0.09
H10 -2.10685 0.08085 -4.73934  0.10
H11 -1.19794 1.12688 -2.66261  0.12
H12 0.18257 0.60685 -3.63859  0.11
H13 1.66468 -1.12755 -2.83621  0.10
H14 0.52530 -2.48364 -2.53305  0.06
H15 1.51220 -1.83646 -1.27203  0.08
H16 -0.32910 1.23820 -0.63422  0.05
H17 1.12091 1.22347 -1.55982  0.07
H18 1.03959 0.27314 -0.03869  0.10
H19 -1.23541 -1.31483 0.71852  0.06
C10 -0.50289 -1.13606 3.37069  -0.06
C11 -1.55956 -0.12965 3.80031  -0.50
C12 -2.76028 -0.93838 4.28747  -0.03
C13 -1.03542 0.88195 4.91844  -0.10
C14 -2.02942 2.04338 5.16532  -0.16
C15 -2.27750 2.85690 3.89718  -0.15
C16 -2.86844 2.03016 2.74366  -0.47
C17 -4.30493 1.58486 3.01107  -0.03
C18 -2.66981 2.76485 1.40624  -0.03
N2 -1.89693 0.80452 2.69010  -0.01
O2 -2.48533 -0.12161 1.65123  -0.09
H20 -0.79027 -1.97397 2.71490  0.03
H21 0.39006 -0.60346 2.96312  0.10
H22 -0.17815 -1.60246 4.30135  0.08
H23 -2.97931 -1.64727 3.50331  0.07
H24 -2.61181 -1.38018 5.25813  0.09
H25 -3.72924 -0.40459 4.38183  0.07
H26 -0.86332 0.27718 5.79492  0.11
H27 -0.08606 1.24924 4.60879  0.10
H28 -2.99516 1.67302 5.51782  0.10
H29 -1.61574 2.69157 5.93581  0.11
H30 -1.39386 3.31029 3.46050  0.12
H31 -2.96744 3.65426 4.11001  0.11
H32 -4.49966 0.70192 2.41345  0.08
H33 -4.97211 2.41389 2.78831  0.09
H34 -4.42684 1.40432 4.05433  0.05
H35 -3.24777 2.41435 0.53883  0.08
H36 -1.57466 2.87572 1.17128  0.10
H37 -2.99692 3.78075 1.56096  0.08
H38 -2.23444 0.38220 0.88352  0.05
C19 5.24257 5.12994 0.07217  -0.03
C20 5.84764 4.24030 -1.00719  -0.55
C21 5.89362 5.08645 -2.23497  -0.06
C22 7.26324 3.73460 -0.62357  -0.13
C23 7.19817 2.59128 0.37091  -0.21
C24 6.38058 1.44429 -0.12120  -0.13
C25 4.91315 1.92531 -0.45315  -0.50
C26 4.24312 0.78495 -1.31365  -0.04
C27 4.09052 2.23792 0.77262  -0.03
N3 5.02534 3.05086 -1.41334  -0.04
O3 3.62008 3.54856 -1.66827  -0.07
H39 4.22241 5.12878 -0.16640  0.06
H40 5.59277 4.73507 1.04410  0.08
H41 5.57732 6.15018 -0.09997  0.09
H42 5.96095 4.37839 -3.06214  0.09
H43 4.99432 5.68220 -2.30295  0.08
H44 6.70288 5.83142 -2.15586  0.10
H45 7.76980 3.36661 -1.50837  0.11
H46 7.81835 4.66476 -0.40223  0.13
H47 8.20043 2.21709 0.67918  0.12
H48 6.73511 2.98632 1.28802  0.10
H49 6.31810 0.60523 0.62169  0.14
H50 6.84624 1.09475 -1.04609  0.12
H51 4.79781 0.34583 -2.17007  0.09
H52 3.23955 1.03055 -1.70821  0.05
H53 3.99541 -0.01711 -0.58045  0.08
H54 3.13575 2.54608 0.39308  0.07
H55 4.55188 2.87036 1.51857  0.07
H56 3.84760 1.22598 1.23571  0.11
H57 3.46261 3.39688 -2.61535  0.10
Cl1 -2.06380 -4.92464 2.67185  0.59
C28 -0.76316 -4.70703 1.57823  -1.54
Cl2 -0.49704 -6.14113 0.55533  0.53
Cl3 0.72968 -4.21550 2.44738  0.55
H58 -0.99418 -3.93978 0.89693  -0.06
Cl4 -7.49231 1.34718 0.12740  0.56
C29 -7.01787 0.39329 -1.22233  -1.64
Cl5 -5.53880 1.08167 -1.88304  0.57
Cl6 -8.24329 0.17996 -2.39778  0.59
H59 -6.81606 -0.60300 -0.83418  0.01
Cl7 1.47140 -6.53375 -2.93998  0.50
C30 0.38238 -6.20330 -4.34176  -1.57
Cl8 0.77444 -4.69863 -5.10046  0.57
Cl9 -1.26798 -6.27547 -3.87339  0.58
H60 0.52240 -6.95234 -5.07064  -0.01
Cl10 -4.97290 -6.43881 0.06847  0.49
C31 -3.88550 -6.84117 -1.29683  -1.57
Cl11 -4.58382 -6.37791 -2.83132  0.53
Cl12 -3.55751 -8.57551 -1.21179  0.52
H61 -2.97731 -6.24228 -1.15943  -0.03

Atomic forces in eV per Å
C -1.0 -2.2 -1.0
C 0.5 1.9 0.5
C 0.0 -1.2 0.3
C 0.2 0.8 0.3
C -0.2 -0.6 1.6
C -1.2 -0.4 0.5
C -1.6 0.5 -0.4
C 1.3 0.1 -0.4
C 0.8 -1.3 -0.1
N -0.2 -0.1 -0.4
O 0.2 1.0 0.2
H 0.4 0.9 0.2
H 0.1 0.3 0.2
H -0.1 0.7 0.1
H 0.5 0.1 -0.5
H -0.1 0.0 0.0
H 0.0 -0.1 -0.4
H 0.5 -0.3 0.2
H 0.8 -0.2 0.1
H 0.2 -0.2 -0.4
H 0.2 0.1 -0.1
H 0.2 -0.2 -0.2
H 0.1 0.0 -0.2
H -0.5 -0.3 0.1
H -0.2 0.0 -0.3
H -0.1 0.0 0.4
H -0.9 0.7 0.5
H 0.3 0.1 0.0
H -0.3 0.1 -0.6
H 0.2 -0.5 0.2
C 1.2 0.7 0.2
C -1.0 2.1 0.7
C -1.4 0.7 -0.3
C -1.5 -1.2 -0.9
C 0.6 -0.4 -0.5
C -0.2 -0.3 -0.7
C 1.3 -2.1 0.7
C 0.6 0.9 -0.6
C 0.7 0.3 0.2
N -0.7 -0.9 -1.7
O 0.6 0.9 1.2
H -0.3 0.8 0.2
H -0.6 -0.5 0.1
H 0.2 -0.2 0.1
H 0.0 -0.7 0.1
H 0.4 -0.6 0.2
H 0.9 0.1 0.0
H 0.0 -0.1 0.6
H 0.8 0.5 -0.4
H 0.2 -0.1 0.2
H -0.1 0.1 0.1
H 0.5 0.1 0.4
H -0.4 0.5 0.1
H -0.4 0.0 0.0
H -0.2 0.0 -0.4
H -0.2 -0.4 0.7
H 0.3 -0.3 0.3
H -1.0 -0.5 0.1
H -0.3 0.5 0.1
H 0.1 0.1 -1.1
C 1.9 -0.8 0.4
C -0.1 -0.5 -0.1
C 0.6 0.4 -0.5
C -0.5 0.3 -1.0
C 1.0 0.8 1.8
C -1.4 -0.1 -0.3
C 0.8 -0.9 -2.0
C -0.9 -0.7 1.2
C -0.5 -2.7 0.3
N -0.8 0.7 0.1
O 1.3 -0.4 0.2
H -1.7 -0.1 0.6
H -0.9 0.7 -0.1
H 0.3 0.1 0.3
H 0.3 0.6 -0.4
H -0.4 0.0 -0.3
H 0.0 -0.5 -0.4
H 0.0 -0.2 -0.5
H 0.0 -0.6 0.7
H -0.5 0.4 -0.3
H 0.2 -0.2 0.1
H 0.1 0.7 -0.7
H -0.2 -0.3 0.0
H 0.2 0.6 0.8
H 0.6 0.4 0.2
H 0.4 0.1 -0.6
H -0.5 0.8 0.3
H -0.1 0.2 -0.1
H 0.5 1.2 -0.1
H 0.5 -0.1 0.4
Cl -0.7 -0.2 0.6
C 1.2 -0.6 0.1
Cl 0.1 0.0 0.2
Cl -0.3 -0.4 -0.4
H -0.2 1.1 -0.6
Cl -0.7 0.7 0.9
C 1.0 -0.9 0.5
Cl 0.1 0.0 -0.3
Cl -0.9 0.1 -0.9
H 0.4 0.2 -0.1
Cl -0.4 0.1 -0.6
C 0.8 0.0 0.9
Cl 0.2 0.8 -0.2
Cl -1.1 0.0 0.4
H 0.4 -0.9 -0.5
Cl 0.2 0.2 -0.3
C 0.0 0.2 0.8
Cl -0.2 0.0 -0.2
Cl 0.3 0.2 -0.2
H -0.2 -0.5 0.0

# C4H10N

An isolated ion of composition C4H10N and charge +1 in a non-equilibrium geometry (ωB97M-V/def2-TZVPD, the OMol25 dataset).

Output
Kohn-Sham gap = 11.78 eV
total charge = +1
relative energy (zero: lowest compared OMol25 entry of this formula, charge and spin) = 48.0 kcal per mole

Last column: Löwdin charge in e.
CARTESIAN COORDINATES (ANGSTROEM)
C1 -0.97840 -1.74102 -0.59249  0.01
C2 -1.04903 -0.33027 0.00882  0.05
N1 -0.01246 0.48953 0.09244  -0.13
C3 0.08474 1.64282 0.96335  -0.01
C4 1.30207 0.08657 -0.30829  -0.01
H1 -0.52546 -1.88275 -1.56593  0.10
H2 -0.61953 -2.24921 0.20189  0.06
H3 -2.08508 -1.96955 -0.89311  0.14
H4 -1.98772 0.17544 0.39913  0.18
H5 0.72316 1.49148 1.91242  0.16
H6 -0.81515 1.97739 1.34483  0.07
H7 0.27305 2.50755 0.35547  0.11
H8 1.87558 -0.28229 0.45455  0.10
H9 1.90218 0.82030 -0.71018  0.10
H10 1.41505 -0.71113 -0.95654  0.08

Atomic forces in eV per Å
C -4.6 3.4 -2.6
C 1.0 2.3 -0.8
N -1.0 -2.5 0.8
C 0.7 0.7 1.1
C -0.2 -0.5 -0.6
H 1.0 0.3 0.3
H 1.2 -2.7 2.2
H 1.9 -0.1 1.2
H 1.0 -1.2 -0.3
H -0.4 0.1 -2.1
H -2.5 -0.2 0.9
H 1.4 0.3 -0.2
H 1.0 -0.6 2.9
H 0.7 2.3 -0.9
H -1.0 -1.6 -1.8

no.,E_HOMO (eV),total energy (hartree)
1,-9.54,-285.22904
2,-12.50,-707.22164
3,-9.69,-346.91008
4,-9.30,-266.97427
5,-8.66,-7129.87411
6,-16.66,-212.84388